{
  "formula": "C17H24Cl5CsN3OTa",
  "method": "ωB97M-V/def2-TZVPD",
  "species": ["N", "C", "O", "Cs", "Ta", "N", "N", "C", "C", "C", "C", "C", "C", "C", "C", "H", "H", "H", "H", "H", "H", "H", "H", "H", "H", "H", "H", "H", "H", "H", "H", "H", "H", "C", "H", "H", "H", "C", "H", "H", "H", "Cl", "C", "C", "C", "Cl", "C", "Cl", "C", "Cl", "C", "Cl"],
  "coordinates": [[1.9379, -0.3826, -0.1061], [2.8739, -0.8619, 0.6100], [3.7622, -1.3187, 1.2241], [1.0694, 1.3115, -3.5158], [0.0466, 0.0114, -0.2662], [-0.5017, -1.6469, -1.1807], [0.2220, 1.6927, -1.2841], [-0.4185, -3.0439, -0.6254], [0.8969, 3.0035, -0.9396], [0.6089, -3.8183, -1.4454], [-1.7941, -3.7078, -0.7263], [0.0015, -3.0308, 0.8369], [0.6798, 4.0336, -2.0725], [0.2996, 3.5372, 0.3664], [2.3789, 2.7094, -0.7377], [0.2841, -3.9460, -2.4842], [0.7468, -4.8180, -1.0111], [1.5768, -3.3020, -1.4382], [-2.5598, -3.0659, -0.2784], [-1.7692, -4.6615, -0.1813], [-2.0640, -3.9305, -1.7631], [0.9915, -2.5831, 0.9813], [0.0639, -4.0781, 1.1691], [-0.7462, -2.5340, 1.4664], [1.4967, 4.0292, -2.8181], [0.7022, 5.0368, -1.6250], [-0.3012, 3.9307, -2.5666], [-0.7860, 3.6799, 0.2867], [0.7581, 4.5152, 0.5886], [0.5257, 2.8626, 1.2006], [2.5288, 2.0056, 0.0914], [2.8827, 3.6523, -0.4715], [2.8880, 2.3110, -1.6340], [-1.2570, 1.7488, -1.5255], [-1.7562, 0.8311, -1.0847], [-1.7137, 2.6208, -1.0284], [-1.5144, 1.7994, -2.6049], [-0.9468, -1.5747, -2.6042], [-1.6323, -2.4075, -2.8125], [-1.5178, -0.6533, -2.8196], [-0.1009, -1.6555, -3.3171], [2.1400, 1.3435, 2.5945], [0.5656, 0.6871, 2.9331], [-0.2851, 0.3158, 1.8542], [-1.5901, -0.1138, 2.1703], [-2.6399, -0.4667, 0.7861], [-2.0326, -0.3000, 3.4906], [-3.5792, -0.9718, 3.7862], [-1.1505, 0.0165, 4.5548], [-1.6544, -0.1979, 6.1661], [0.1516, 0.5115, 4.2692], [1.2315, 0.8740, 5.5414]],
  "forces_ev_per_a": [[2.703, -1.397, 2.189], [-0.461, 0.259, -0.938], [-2.213, 1.139, -1.448], [1.710, -0.765, -4.380], [0.555, -1.491, 1.187], [0.026, 1.130, -0.635], [-2.618, 0.020, 3.195], [-0.263, -0.127, -0.329], [-0.062, 0.050, 0.035], [0.183, -0.116, -0.068], [-0.040, -0.142, 0.073], [0.005, -0.071, 0.149], [0.172, 0.343, 0.091], [0.155, 0.316, 0.061], [0.405, 0.254, 0.192], [0.085, -0.012, 0.184], [-0.029, 0.259, -0.161], [-0.104, -0.125, 0.005], [0.057, -0.227, -0.066], [-0.066, 0.255, -0.183], [-0.051, -0.062, 0.255], [-0.190, -0.101, 0.078], [0.033, 0.408, -0.003], [0.186, -0.082, -0.022], [-0.437, 0.004, 0.229], [-0.020, -0.269, -0.216], [0.344, 0.095, 0.120], [0.303, 0.097, 0.148], [-0.254, -0.351, -0.028], [-0.146, 0.190, -0.240], [-0.004, 0.324, -0.377], [-0.114, -0.328, -0.148], [-0.163, 0.196, 0.369], [0.404, 0.604, -0.007], [-0.265, 0.680, -0.660], [0.047, -0.535, -0.154], [-0.051, -0.286, 0.487], [0.198, -0.175, 0.134], [0.219, 0.393, -0.050], [0.227, -0.282, 0.134], [-0.343, -0.051, 0.343], [-0.368, -0.200, 0.423], [-0.819, -0.558, -0.199], [-0.364, 0.052, 0.431], [0.828, 0.198, 0.962], [0.275, 0.183, 0.701], [0.276, 0.019, -0.331], [0.112, 0.180, 0.009], [0.216, 0.071, -0.801], [0.080, 0.018, -0.244], [-0.185, 0.018, -0.464], [-0.172, -0.001, -0.030]],
  "mulliken_charge": [-0.3482, 0.9847, -0.4020, 1.1415, -1.3036, 1.2362, 0.0451, 1.0250, 1.3084, -1.5965, -1.5020, -1.5431, -1.6989, -1.4351, -0.9920, 0.3530, 0.4705, 0.3006, 0.2569, 0.4637, 0.4428, 0.2236, 0.6066, 0.3282, 0.4084, 0.3978, 0.4150, 0.3801, 0.5766, 0.1901, -0.0137, 0.4488, 0.3073, -0.9077, 0.3050, 0.2349, 0.6153, -1.0139, 0.2960, 0.3480, 0.2731, -0.1197, 0.6109, -0.4703, 0.3681, -0.0460, 0.0155, -0.1316, 0.3192, -0.1076, 0.0621, -0.1272],
  "energy_ha": -3279.276477,
  "charge": 2,
  "homo_ev": -14.621
}

---

{
  "formula": "C3H3ClNO",
  "method": "ωB97M-V/def2-TZVPD",
  "species": ["C", "C", "C", "N", "O", "Cl", "H", "H", "H"],
  "coordinates": [[-1.7758, -1.7936, -0.0651], [1.4760, 0.0894, -0.0012], [-0.6981, -1.0793, -0.0570], [0.4056, -0.4840, -0.0883], [2.4509, 0.6486, 0.0518], [0.8877, 3.1964, 0.4351], [-1.8496, -2.9150, -0.2130], [1.8012, 3.8140, -0.3314], [-2.6980, -1.4764, 0.2691]],
  "forces_ev_per_a": [[2.167, -1.445, -0.228], [-0.410, 0.059, 0.071], [0.454, -0.694, -0.112], [-2.108, -0.944, -0.189], [1.113, 0.157, 0.017], [0.932, 0.925, -0.887], [0.868, 1.281, -0.198], [-1.100, -0.755, 0.919], [-1.917, 1.416, 0.607]],
  "nbo_charge": [-0.4969, 1.0063, 0.6363, -0.5415, -0.2652, -0.3070, 0.3453, 0.3112, 0.3115],
  "energy_ha": -705.921519,
  "charge": 1,
  "homo_ev": -15.221,
  "relative_energy_kcal_mol": 6.68
}

---

{
  "formula": "C2H12NO2",
  "method": "ωB97M-V/def2-TZVPD",
  "species": ["C", "N", "C", "H", "H", "H", "H", "H", "H", "H", "H", "H", "H", "O", "H", "H", "O"],
  "coordinates": [[-0.8109, 0.1106, 1.5327], [-0.1616, -1.1464, 0.9127], [-0.9140, -1.6750, -0.2723], [-1.3757, 0.3979, 0.6415], [-0.0526, 0.7842, 1.9114], [-1.5134, -0.2315, 2.2797], [0.8172, -0.9491, 0.6933], [-0.0752, -1.9842, 1.4979], [-1.9555, -1.7764, 0.0150], [-0.8301, -0.8838, -1.0163], [-0.4944, -2.6062, -0.6091], [1.0482, 3.1893, -2.4153], [-0.1076, 2.6594, -1.5077], [0.8359, 2.6060, -1.6736], [1.4875, 0.9792, -1.1655], [2.4526, 0.3604, -0.1678], [1.6496, 0.1658, -0.6566]],
  "forces_ev_per_a": [[-0.191, -1.985, -1.322], [0.268, -1.276, 1.011], [0.080, 1.478, -0.046], [0.122, 1.129, 0.622], [-0.096, 0.080, -0.189], [-0.002, 0.121, 0.290], [-0.183, 0.512, -0.884], [-0.338, 0.652, 0.787], [-0.035, -0.188, 0.072], [-0.026, -0.373, -0.298], [0.195, -0.231, -0.103], [-0.207, -0.130, 0.179], [-0.094, 0.284, -0.204], [0.279, -0.139, -0.013], [-0.169, 0.191, -0.114], [0.322, 0.041, -0.075], [0.074, -0.166, 0.290]],
  "nbo_charge": [-0.3947, -0.5087, -0.4125, 0.2203, 0.2481, 0.2349, 0.4658, 0.4242, 0.2270, 0.2319, 0.2436, 0.5043, 0.4854, -0.9673, 0.5213, 0.4836, -1.0073],
  "energy_ha": -288.384128,
  "charge": 1,
  "homo_ev": -15.524,
  "relative_energy_kcal_mol": 18.78
}

---

{
  "formula": "C21H37BBrN2O10P2",
  "method": "ωB97M-V/def2-TZVPD",
  "species": ["C", "C", "O", "P", "O", "C", "C", "C", "N", "C", "C", "C", "O", "C", "P", "C", "O", "C", "Br", "B", "O", "N", "C", "C", "O", "C", "C", "H", "H", "H", "H", "H", "H", "H", "H", "H", "H", "H", "H", "H", "H", "H", "H", "H", "H", "H", "H", "H", "H", "H", "H", "H", "H", "H", "H", "H", "H", "H", "H", "H", "C", "C", "C", "O", "C", "C", "C", "O", "O", "O", "H", "H", "H", "H"],
  "coordinates": [[-1.6483, 2.1345, -5.6158], [-1.0058, 2.4476, -4.2690], [-0.6561, 1.2397, -3.5394], [-1.7815, 0.6816, -2.5771], [-3.0246, 0.2713, -3.2361], [-0.9962, -0.7560, -1.7876], [0.4911, -0.9451, -2.1759], [1.2857, -1.8876, -1.2695], [0.7313, -2.1067, 0.0875], [1.3035, -1.0261, 0.9929], [1.6286, -1.7212, 2.3318], [1.3449, -0.8276, 3.5336], [2.1388, -0.5895, 4.4162], [2.4476, -0.3933, 0.1505], [3.7586, 0.5414, 1.0982], [5.2743, 0.5249, 0.0694], [4.1542, -0.4557, 2.3516], [2.7325, -1.5175, -0.8866], [3.5675, -1.0090, -2.5844], [3.6448, -2.7749, -0.4727], [3.1401, -3.9986, -0.9043], [4.8678, -2.6425, 0.2812], [6.0397, -2.9304, -0.5898], [4.8250, -3.5022, 1.4851], [-2.1034, 1.8013, -1.4896], [-1.1313, 2.0723, -0.4522], [-1.6967, 1.6075, 0.8923], [-2.2491, 2.9889, -5.9057], [-0.8676, 1.9766, -6.3544], [-2.2380, 1.2282, -5.5688], [-0.0770, 2.9780, -4.4396], [-1.6634, 3.0899, -3.6915], [-1.0390, -0.5417, -0.7142], [-1.6112, -1.6316, -1.9584], [0.5111, -1.3366, -3.1855], [0.9306, 0.0446, -2.2452], [1.2500, -2.8542, -1.7649], [0.9937, -3.0463, 0.3855], [-0.2873, -2.1054, 0.1832], [0.5695, -0.2688, 1.2472], [0.9838, -2.5906, 2.4833], [2.6503, -2.0797, 2.3988], [0.3140, -0.4199, 3.5994], [1.9675, 0.3978, -0.4242], [5.9233, -0.2926, 0.3602], [5.0751, 0.5498, -0.9954], [5.7774, 1.4565, 0.3171], [4.8254, 0.0025, 2.8641], [3.6484, -4.3779, -1.6242], [5.7482, -2.9051, -1.6399], [6.7999, -2.1684, -0.4529], [6.4482, -3.9192, -0.4033], [5.7219, -4.1045, 1.5816], [3.9698, -4.1796, 1.4986], [4.7640, -2.8827, 2.3772], [-0.1500, 1.6578, -0.6807], [-1.0286, 3.1509, -0.4214], [-2.5966, 1.0324, 0.7062], [-1.0062, 1.0020, 1.4718], [-1.9992, 2.4485, 1.4976], [-5.6948, 1.9418, 1.2994], [-7.0089, 2.1258, 1.0954], [-7.9264, 2.5982, 2.1935], [-9.0977, 2.7546, 1.9179], [-7.3601, 2.8349, 3.5107], [-6.0497, 2.6481, 3.7115], [-5.1308, 2.1984, 2.6089], [-3.9455, 2.0703, 2.8790], [-5.4634, 2.8437, 4.8861], [-7.5946, 1.9125, -0.0678], [-5.0323, 1.6071, 0.5133], [-8.0277, 3.1595, 4.2960], [-4.5188, 2.6434, 4.7570], [-8.5402, 2.1239, 0.0573]],
  "forces_ev_per_a": [[0.633, -0.116, 0.248], [-0.124, 0.135, -0.852], [0.219, 0.317, 0.501], [-1.635, -0.735, -0.843], [0.082, 0.144, 0.010], [1.165, 0.464, 0.756], [-0.817, 0.538, 0.293], [-0.007, -1.003, -1.119], [-0.897, 0.523, 0.397], [0.889, -0.496, 1.192], [0.368, 0.205, 0.245], [0.876, 0.333, 1.132], [-0.927, -0.405, -1.058], [0.532, -1.028, -0.362], [-0.320, 1.118, 0.239], [-0.155, 0.292, 0.226], [0.139, -0.288, -0.597], [-0.897, 0.253, 0.236], [0.259, 0.066, 0.196], [0.039, -0.079, -0.187], [-0.273, 0.564, -0.130], [0.111, -0.708, -0.307], [-0.412, 0.306, 0.016], [0.002, 0.450, 0.336], [0.928, -0.386, 0.172], [-0.530, 0.474, 0.442], [0.083, -0.002, -0.429], [-0.193, -0.015, -0.205], [0.003, 0.011, -0.196], [-0.373, 0.036, 0.107], [0.206, 0.055, 0.234], [-0.045, -0.139, 0.393], [-0.229, 0.082, 0.090], [-0.186, -0.046, -0.294], [0.224, -0.103, -0.133], [0.257, 0.035, 0.122], [0.200, -0.210, 0.164], [0.421, 0.059, 0.183], [-0.040, 0.142, -0.506], [-0.500, -0.050, -0.582], [-0.292, -0.019, -0.098], [0.115, 0.046, -0.088], [0.033, 0.021, -0.170], [0.116, 0.349, 0.021], [-0.076, -0.283, -0.195], [0.058, -0.137, -0.093], [0.088, 0.132, 0.009], [0.011, 0.002, 0.463], [0.187, -0.574, 0.106], [0.070, 0.105, -0.153], [0.274, -0.033, 0.035], [0.120, -0.099, 0.121], [0.117, -0.116, -0.134], [-0.049, -0.151, -0.105], [0.014, 0.088, 0.086], [0.048, -0.156, -0.188], [0.196, 0.142, -0.189], [-0.091, -0.194, 0.066], [0.119, -0.027, 0.111], [-0.008, 0.103, 0.184], [0.230, -0.021, 0.117], [0.224, -0.091, -0.194], [0.050, 0.110, 0.461], [-0.070, -0.059, -0.217], [-0.163, 0.013, -0.061], [-0.209, 0.087, 0.177], [-0.056, -0.086, -0.387], [-0.108, 0.003, 0.233], [0.069, -0.034, -0.080], [-0.088, 0.037, 0.070], [-0.037, 0.019, -0.049], [0.021, 0.009, 0.017], [0.079, -0.002, -0.002], [-0.067, 0.020, -0.004]],
  "mulliken_charge": [-1.0928, -0.3596, -0.3132, 0.7882, -0.8121, -0.5650, -1.0907, -0.1868, 0.2738, 1.2088, -0.2647, -0.2731, -0.4391, 0.5586, -0.2672, -0.8752, -0.4377, -0.6438, -0.0268, 0.5116, -0.7010, 0.4070, -1.2233, -1.1364, -0.5245, -0.1765, -0.8883, 0.3414, 0.3073, 0.3198, 0.4098, 0.2660, 0.1530, 0.3940, 0.5718, 0.5132, 0.5901, 0.6344, 0.5333, -1.5411, 0.6290, -0.1421, 0.3909, 0.3431, 0.1127, 0.2754, 0.4388, 0.2990, 0.3365, 0.4164, 0.2726, 0.4139, 0.4065, 0.3824, 0.2149, 0.1335, 0.5315, 0.2173, -0.0796, 0.4433, -0.9174, 0.2135, 0.8667, -0.6015, -0.9578, 0.2250, 1.2273, -0.6451, -0.5769, -0.5535, 0.5839, 0.4341, 0.3550, 0.3675],
  "energy_ha": -4965.742049,
  "charge": 1,
  "homo_ev": -11.301
}